45
Properties=species:S:1:pos:R:3:forces:R:3 method="wB97M-V/def2-TZVPD" orbital_gap_ev="7.8316 / 8.5104" e_homo_ev="-7.4 / -8.2" multiplicity=5
Cr -0.089 0.531 0.538 1.07 0.51 0.61
O 1.848 0.479 0.464 1.09 0.08 -0.58
N 2.567 -0.079 1.411 0.38 -0.55 1.05
C 3.899 0.146 1.454 -0.07 0.05 -0.11
C 4.676 -0.370 2.455 -0.05 -0.05 0.13
C 4.084 -1.147 3.457 -0.44 0.03 -0.31
C 2.729 -1.394 3.389 0.73 0.12 0.16
C 1.954 -0.857 2.361 -0.40 0.14 -0.67
S 0.276 -1.124 2.197 -0.12 -0.06 0.27
H 4.284 0.756 0.653 -0.06 0.05 -0.07
H 5.731 -0.159 2.465 0.12 0.04 -0.05
H 4.684 -1.546 4.259 0.03 -0.07 0.11
H 2.216 -1.984 4.129 -0.02 -0.09 0.07
F -2.991 1.694 2.226 -0.44 -0.13 -0.07
C -3.175 0.755 1.261 0.81 -0.07 -0.18
C -2.043 0.287 0.607 -2.50 -0.65 -0.25
C -2.290 -0.629 -0.400 -0.08 0.26 0.29
F -1.170 -1.069 -1.070 -0.58 -0.27 -0.28
C -3.544 -1.084 -0.766 -0.16 -0.06 -0.07
F -3.723 -1.943 -1.783 -0.01 0.08 0.20
C -4.647 -0.606 -0.057 0.19 0.01 -0.05
F -5.884 -1.026 -0.367 0.34 0.12 0.07
C -4.461 0.326 0.963 -0.04 0.05 0.01
F -5.529 0.805 1.623 0.15 -0.10 -0.11
C 1.408 5.327 -0.673 0.01 0.17 -0.03
N 0.884 4.205 0.085 -0.14 -0.03 0.09
C 1.909 3.336 0.611 -0.12 -0.18 0.04
C -0.325 3.666 -0.270 -0.07 0.01 -0.19
N -0.508 2.383 -0.396 -0.07 0.51 -0.40
N -1.312 4.615 -0.492 0.20 -0.17 -0.09
C -1.450 5.671 0.500 -0.01 0.16 0.09
C -2.588 4.208 -1.044 0.07 -0.12 -0.06
H 2.185 4.981 -1.362 0.01 0.00 0.00
H 1.850 6.062 0.004 0.00 0.03 -0.06
H 0.623 5.799 -1.258 0.01 0.02 0.06
H 2.727 3.959 0.973 -0.02 -0.01 0.07
H 2.285 2.642 -0.148 0.00 0.06 0.14
H 1.491 2.760 1.443 0.24 0.04 -0.15
H -1.465 2.198 -0.689 0.07 0.12 0.33
H -0.486 5.915 0.936 -0.07 0.03 0.00
H -2.124 5.357 1.305 -0.01 0.02 0.00
H -1.865 6.562 0.027 0.02 0.01 0.02
H -2.435 3.623 -1.952 -0.06 -0.02 0.02
H -3.140 5.110 -1.310 0.01 -0.07 -0.04
H -3.197 3.637 -0.332 0.02 -0.05 0.00